No. 1
{
  "formula": "C51H35Br2Cl3N4O6P2PbTe",
  "method": "ωB97M-V with the def2-TZVPD basis set",
  "species": ["Pb", "Te", "C", "C", "C", "N", "C", "C", "C", "P", "C", "C", "C", "C", "C", "C", "C", "C", "C", "C", "C", "C", "P", "C", "C", "C", "C", "C", "C", "C", "C", "C", "C", "C", "C", "H", "H", "H", "H", "H", "H", "H", "H", "H", "H", "H", "H", "H", "H", "H", "H", "H", "H", "H", "H", "H", "H", "H", "H", "Cl", "C", "C", "C", "Cl", "C", "O", "C", "Cl", "C", "H", "H", "C", "C", "N", "C", "C", "N", "C", "O", "O", "C", "O", "O", "H", "H", "H", "H", "H", "Br", "C", "C", "C", "Br", "C", "C", "C", "C", "N", "C", "C", "O", "H", "H", "H", "H"],
  "positions_angstrom": [[-1.180800, 0.217877, -1.534504], [1.660577, -0.325318, 3.708434], [3.663542, -1.017137, 3.642057], [4.519112, -0.797017, 4.719612], [5.835403, -1.222628, 4.635717], [6.345145, -1.855407, 3.577725], [5.512188, -2.071182, 2.556528], [4.183483, -1.675534, 2.537248], [1.437948, -0.230681, 1.607311], [1.393879, 1.401443, 0.888543], [3.109702, 1.992777, 1.261924], [3.433322, 3.086208, 2.065481], [4.760248, 3.397895, 2.344538], [5.787286, 2.623331, 1.828132], [5.479748, 1.547765, 1.004716], [4.157936, 1.243958, 0.721434], [0.435646, 2.711466, 1.788334], [-0.287960, 2.585299, 2.967611], [-1.037950, 3.647129, 3.466563], [-1.091166, 4.851069, 2.780853], [-0.372081, 4.994881, 1.599102], [0.379301, 3.937568, 1.113081], [0.203642, -1.223752, 0.690293], [-0.284573, -2.577867, 1.829494], [-1.628191, -2.876060, 2.025463], [-2.011749, -3.887614, 2.900374], [-1.047409, -4.610334, 3.585647], [0.299924, -4.325849, 3.390090], [0.678322, -3.317312, 2.518987], [1.258636, -2.172728, -0.498071], [1.172976, -3.551672, -0.680367], [1.955784, -4.184396, -1.638610], [2.810962, -3.446049, -2.442480], [2.877680, -2.068059, -2.292116], [2.108819, -1.435847, -1.328834], [4.164224, -0.282527, 5.606162], [6.524689, -1.043547, 5.456749], [5.941161, -2.588883, 1.703514], [3.562023, -1.849199, 1.663292], [2.650207, 3.700760, 2.487439], [4.986117, 4.251775, 2.973869], [6.819219, 2.856293, 2.064748], [6.276279, 0.943097, 0.586224], [3.925651, 0.407161, 0.072228], [-0.266497, 1.655112, 3.516378], [-1.582674, 3.531655, 4.397962], [-1.692585, 5.669519, 3.158280], [-0.408796, 5.928262, 1.049414], [0.944555, 4.053206, 0.192243], [-2.378088, -2.321033, 1.471302], [-3.061946, -4.115191, 3.042661], [-1.344000, -5.401710, 4.264413], [1.056732, -4.893148, 3.919427], [1.727668, -3.114892, 2.343443], [0.488422, -4.138122, -0.080348], [1.884995, -5.258880, -1.765955], [3.397761, -3.941349, -3.207007], [3.509123, -1.477069, -2.945319], [2.135071, -0.353520, -1.250303], [1.688296, 6.508464, -5.768892], [1.398389, 5.075319, -4.803042], [0.205798, 4.939220, -4.117239], [-0.018569, 3.803586, -3.361418], [-1.525262, 3.681588, -2.501761], [0.916807, 2.730820, -3.232931], [0.762845, 1.681200, -2.534397], [2.127325, 2.969165, -3.961111], [3.360330, 1.747356, -3.852773], [2.368528, 4.089437, -4.728035], [-0.548113, 5.712727, -4.169648], [3.302220, 4.189320, -5.264730], [-2.851623, 0.666732, 2.279276], [-3.609598, 1.191566, 1.110793], [-3.311743, 1.017859, -0.156832], [-4.361162, 1.539997, -0.891098], [-5.300743, 2.063974, -0.027741], [-4.797691, 1.826384, 1.219278], [-6.667124, 2.716001, -0.111989], [-7.133082, 2.929115, -1.268159], [-7.185416, 2.972639, 0.980076], [-4.355405, 1.354941, -2.372118], [-5.338379, 1.850353, -3.059660], [-3.442314, 0.724804, -2.887530], [-1.849470, 0.379832, 1.966106], [-3.351930, -0.215876, 2.687185], [-2.775694, 1.414977, 3.067064], [-5.287863, 2.119194, 2.049533], [-6.088752, 2.312151, -2.458838], [0.482854, -3.219838, -5.479496], [-1.144857, -3.352232, -4.519547], [-2.085338, -4.292280, -4.932625], [-3.272186, -4.424358, -4.262488], [-4.538692, -5.706533, -4.897641], [-3.558541, -3.634908, -3.129474], [-4.737114, -3.732817, -2.359526], [-4.910049, -2.924504, -1.272339], [-3.903420, -2.005495, -0.942438], [-2.797569, -1.881690, -1.638388], [-2.597893, -2.668056, -2.722373], [-1.342899, -2.466901, -3.441309], [-0.507207, -1.574850, -3.103065], [-1.878220, -4.911128, -5.794790], [-5.495772, -4.449790, -2.641500], [-5.806405, -2.978703, -0.668430], [-4.015939, -1.352758, -0.085065]],
  "forces_ev_per_angstrom": [[0.461, 0.209, -0.772], [0.432, -0.094, -0.615], [-0.046, -0.013, 0.260], [-0.011, -0.044, -0.035], [-0.038, -0.045, -0.067], [-0.034, 0.006, -0.003], [0.070, 0.022, 0.085], [-0.035, -0.025, -0.086], [-1.394, 0.579, 0.489], [0.465, -0.060, 0.023], [-0.078, 0.065, 0.049], [0.062, -0.098, -0.070], [-0.045, 0.011, -0.023], [-0.003, 0.042, 0.031], [-0.006, -0.006, -0.012], [0.007, 0.020, -0.067], [-0.006, -0.017, -0.120], [0.057, 0.103, -0.025], [-0.007, 0.002, -0.023], [0.021, -0.029, 0.019], [0.025, 0.000, -0.011], [-0.002, -0.006, 0.021], [1.108, -0.470, 0.616], [-0.103, 0.094, -0.106], [0.025, 0.024, -0.017], [-0.030, -0.008, 0.029], [-0.004, 0.027, -0.019], [0.017, -0.027, -0.024], [-0.088, -0.129, -0.074], [-0.072, -0.010, -0.029], [0.017, 0.068, -0.070], [-0.033, -0.016, -0.004], [-0.006, -0.019, 0.000], [0.033, 0.016, -0.014], [-0.096, -0.039, 0.076], [0.079, 0.014, -0.005], [-0.040, 0.010, 0.005], [-0.054, 0.016, -0.019], [0.058, 0.055, -0.017], [-0.042, -0.014, 0.048], [0.000, -0.030, 0.015], [-0.014, -0.004, -0.028], [-0.039, -0.012, -0.001], [0.011, -0.041, 0.067], [-0.018, -0.064, 0.022], [-0.008, -0.020, -0.028], [0.015, -0.006, 0.003], [0.003, -0.029, 0.002], [-0.108, -0.017, -0.037], [0.019, -0.013, 0.036], [0.012, 0.017, -0.027], [0.014, 0.018, -0.001], [-0.007, 0.019, -0.016], [-0.009, -0.015, 0.050], [0.014, -0.019, 0.014], [-0.017, 0.017, -0.004], [0.004, 0.015, 0.016], [-0.038, 0.008, 0.023], [0.033, 0.017, -0.040], [0.006, 0.028, -0.023], [-0.020, -0.012, 0.020], [0.011, -0.020, -0.007], [0.165, -0.052, -0.047], [-0.086, -0.124, 0.146], [0.320, -0.231, 0.169], [-0.480, 0.224, -0.178], [-0.087, 0.106, -0.071], [0.039, -0.023, -0.010], [0.007, -0.079, 0.026], [-0.015, -0.022, 0.015], [0.001, 0.006, 0.032], [-0.057, 0.040, -0.061], [-0.036, 0.017, -0.059], [-0.148, -0.125, 0.155], [-0.183, 0.092, 0.124], [0.039, -0.164, -0.135], [0.131, -0.007, -0.065], [-0.236, 0.219, -0.581], [0.709, -0.438, -0.273], [0.019, -0.015, 0.232], [0.471, -0.131, 0.824], [-1.695, 0.905, 0.499], [-0.196, 0.210, -0.182], [0.027, 0.016, 0.032], [0.018, 0.001, -0.011], [0.021, -0.015, -0.016], [-0.134, 0.030, -0.003], [1.042, -0.564, -0.319], [-0.027, 0.015, -0.005], [0.087, 0.149, 0.069], [-0.131, 0.046, 0.120], [-0.018, -0.138, -0.110], [0.039, 0.024, 0.040], [0.095, 0.098, 0.091], [-0.001, 0.053, 0.014], [-0.017, -0.050, -0.001], [0.112, -0.039, -0.032], [-0.116, -0.097, 0.073], [0.002, -0.067, -0.032], [0.083, -0.135, -0.153], [-0.326, 0.174, 0.251], [0.030, 0.004, 0.010], [-0.003, -0.011, -0.018], [0.012, 0.004, -0.008], [-0.002, 0.044, -0.030]],
  "gap_ev": 6.2,
  "lumo_ev": 3.35,
  "relative_energy_kcal_mol": 19.70,
  "charge": -2
}

---

No. 2
{
  "formula": "C51H36Cl4N8SV",
  "method": "ωB97M-V with the def2-TZVPD basis set",
  "species": ["V", "Cl", "C", "C", "C", "C", "C", "C", "C", "C", "C", "C", "C", "C", "C", "C", "C", "C", "Cl", "C", "C", "C", "N", "C", "C", "C", "C", "C", "C", "Cl", "C", "C", "C", "C", "C", "C", "N", "C", "C", "C", "C", "C", "N", "C", "C", "C", "C", "Cl", "C", "C", "C", "C", "N", "H", "H", "H", "H", "H", "H", "H", "H", "H", "H", "H", "H", "H", "H", "H", "H", "H", "H", "H", "H", "H", "H", "H", "H", "N", "N", "C", "N", "S", "H", "H", "H", "H", "H", "N", "C", "C", "C", "C", "C", "C", "H", "H", "H", "H", "H", "H", "H"],
  "positions_angstrom": [[0.380216, 0.495916, 0.551602], [4.630094, 4.259549, -6.989373], [3.759784, 3.535575, -5.667843], [4.342176, 3.484300, -4.411436], [3.644674, 2.895949, -3.364699], [2.369784, 2.363162, -3.557291], [1.810400, 2.430487, -4.830579], [2.498589, 3.012189, -5.887838], [1.656795, 1.733097, -2.399069], [2.196097, 0.537098, -1.899067], [3.133490, -0.285408, -2.623741], [3.340770, -1.399696, -1.882420], [2.581402, -1.248814, -0.661956], [2.653439, -2.092178, 0.457455], [3.562893, -3.276360, 0.410226], [3.061735, -4.559082, 0.630353], [3.880099, -5.677570, 0.575236], [5.224388, -5.515918, 0.293634], [6.255966, -6.911268, 0.204333], [5.757354, -4.255762, 0.085147], [4.926080, -3.146495, 0.146684], [1.969042, -1.862709, 1.662731], [1.061344, -0.864956, 1.889629], [0.729353, -0.928672, 3.225279], [-0.199902, -0.105475, 3.873176], [-0.395715, -0.276653, 5.348515], [-0.873257, -1.463305, 5.897424], [-1.050398, -1.604220, 7.267295], [-0.743155, -0.545000, 8.103680], [-0.950654, -0.720288, 9.821951], [-0.271548, 0.651907, 7.588482], [-0.102845, 0.778659, 6.215392], [-0.961802, 0.893170, 3.250056], [-2.097887, 1.545478, 3.860949], [-2.624141, 2.369887, 2.931964], [-1.797803, 2.260209, 1.751056], [-0.815168, 1.330620, 1.960062], [-1.978016, 3.010621, 0.579431], [-1.171086, 2.903066, -0.564358], [-1.187898, 3.823787, -1.679771], [-0.126828, 3.522040, -2.463797], [0.535503, 2.385069, -1.866716], [-0.124754, 2.021186, -0.717603], [-3.019062, 4.082925, 0.595588], [-4.057853, 4.094612, -0.332688], [-4.997184, 5.114965, -0.350184], [-4.898204, 6.142118, 0.571713], [-6.054102, 7.441622, 0.536922], [-3.885094, 6.151727, 1.516605], [-2.953238, 5.123405, 1.522779], [1.472470, -1.995037, 3.857526], [2.218992, -2.579702, 2.895517], [1.846508, -0.084446, -0.723137], [5.328110, 3.903427, -4.255074], [4.090267, 2.852067, -2.376549], [0.823119, 2.013527, -5.002474], [2.061585, 3.054875, -6.877620], [3.533128, -0.050183, -3.600174], [3.939667, -2.257730, -2.147637], [2.007012, -4.681832, 0.851988], [3.480152, -6.669010, 0.745042], [6.814339, -4.143257, -0.119612], [5.346333, -2.157699, 0.008649], [-1.130469, -2.288011, 5.241546], [-1.429341, -2.529279, 7.685660], [-0.041461, 1.475389, 8.254842], [0.269751, 1.711841, 5.804100], [-2.473589, 1.342716, 4.852702], [-3.514102, 2.975142, 3.018831], [-1.900178, 4.622462, -1.828090], [0.179765, 4.019182, -3.372715], [-4.137537, 3.285020, -1.052538], [-5.802086, 5.114688, -1.073992], [-3.822684, 6.959240, 2.234312], [-2.144706, 5.138754, 2.246952], [1.430532, -2.251785, 4.906430], [2.916593, -3.395019, 3.010235], [-0.294681, -2.322175, -0.714343], [-1.240787, -3.048544, 0.022104], [-2.217977, -2.427568, 0.662094], [-3.056471, -3.234257, 1.375543], [-2.472155, -0.768798, 0.552782], [-0.753107, -1.813897, -1.461186], [0.384925, -2.967764, -1.084488], [-1.191355, -4.050087, 0.010515], [-2.749743, -4.140492, 1.686372], [-3.713850, -2.750494, 1.960365], [-1.405319, -0.512875, -2.701201], [-1.975583, -1.464958, -3.559491], [-1.291525, -1.897991, -4.697476], [-1.826481, -2.897412, -5.499944], [-3.045005, -3.485667, -5.181988], [-3.717432, -3.065383, -4.040225], [-3.192151, -2.066245, -3.230892], [-0.725079, 0.101950, -3.122722], [-2.042954, -0.030544, -2.088458], [-0.330808, -1.451702, -4.943485], [-1.284833, -3.215525, -6.384387], [-3.464449, -4.258933, -5.814413], [-4.661514, -3.524388, -3.770268], [-3.717710, -1.746155, -2.334444]],
  "forces_ev_per_angstrom": [[-0.701, -0.373, -0.189], [-0.029, -0.015, 0.048], [0.059, -0.001, 0.039], [-0.012, -0.015, 0.075], [-0.014, 0.006, -0.039], [-0.094, -0.086, 0.013], [-0.027, -0.026, -0.012], [-0.127, -0.046, -0.020], [-0.045, -0.057, 0.104], [-0.166, -0.108, 0.067], [-0.045, 0.076, -0.018], [-0.023, -0.080, 0.053], [0.043, 0.217, 0.151], [-0.066, 0.093, 0.019], [-0.064, -0.002, -0.127], [-0.051, -0.018, -0.048], [-0.109, -0.024, 0.022], [0.041, 0.012, -0.007], [0.001, 0.004, 0.010], [0.031, 0.088, -0.021], [0.012, 0.039, 0.063], [0.073, 0.107, 0.024], [0.239, -0.525, 0.819], [-0.005, -0.009, -0.109], [0.018, 0.025, -0.008], [0.023, 0.052, -0.076], [-0.109, -0.055, -0.003], [-0.012, -0.089, -0.027], [0.026, 0.038, -0.030], [-0.005, 0.013, -0.048], [0.007, 0.062, -0.072], [0.022, -0.023, 0.002], [-0.039, -0.041, -0.093], [0.084, -0.132, 0.070], [-0.086, 0.093, -0.105], [0.010, 0.026, -0.057], [-0.342, 0.515, 0.884], [0.100, -0.068, -0.048], [0.229, 0.085, 0.131], [-0.014, 0.015, 0.033], [0.047, -0.023, -0.020], [-0.098, -0.056, 0.027], [-0.207, 0.452, -0.500], [0.012, -0.037, -0.062], [-0.031, -0.140, -0.048], [-0.029, -0.028, -0.063], [0.032, 0.002, 0.033], [0.014, -0.041, 0.020], [0.034, -0.029, 0.028], [0.071, 0.036, -0.026], [-0.089, 0.076, 0.063], [0.086, -0.022, -0.121], [0.819, -0.218, -0.765], [-0.046, -0.029, -0.008], [-0.012, 0.004, -0.073], [0.056, 0.029, 0.005], [0.017, -0.004, 0.053], [0.006, -0.043, 0.104], [0.018, 0.082, 0.054], [0.034, 0.001, -0.015], [0.006, 0.040, -0.014], [-0.042, -0.005, 0.017], [-0.014, -0.025, -0.033], [0.036, 0.044, 0.020], [0.031, 0.070, -0.036], [-0.004, -0.082, -0.064], [-0.039, -0.086, 0.047], [0.047, 0.050, -0.059], [0.100, -0.026, 0.002], [0.085, -0.072, 0.054], [-0.008, -0.019, 0.113], [0.023, 0.080, 0.071], [0.036, -0.001, 0.026], [0.007, -0.016, -0.034], [-0.081, -0.006, -0.059], [0.043, 0.040, -0.129], [-0.047, 0.055, 0.020], [0.138, -0.145, 0.479], [0.208, 0.070, -0.086], [-0.217, 0.067, 0.095], [-0.075, 0.160, -0.054], [0.131, -0.088, 0.089], [-0.076, 0.173, -0.357], [0.139, -0.083, -0.047], [-0.010, -0.182, -0.047], [0.046, -0.008, 0.025], [-0.039, 0.000, 0.047], [0.003, -0.089, -0.513], [0.016, 0.082, 0.034], [0.016, -0.025, -0.012], [-0.003, 0.077, 0.034], [0.025, 0.034, 0.042], [0.067, 0.018, 0.026], [-0.054, -0.045, -0.002], [0.018, 0.064, 0.026], [-0.051, 0.047, 0.108], [-0.095, -0.031, 0.005], [-0.032, 0.024, 0.064], [0.035, 0.040, 0.049], [0.017, 0.042, -0.016], [0.043, -0.024, -0.086]],
  "multiplicity": 4,
  "gap_ev": [6.0, 5.7],
  "lumo_ev": [-0.92, -1.25],
  "relative_energy_kcal_mol": 0.00
}